(1)
Here is a molecular structure, C53H60AsCl5N4O3STi from the Open Molecules 2025 dataset. Energies are from ωB97M-V/def2-TZVPD.

ORCA input file:
```
! RIJCOSX wB97M-V def2-TZVPD def2/J DEFGRID3
* xyz 2 1
Ti -0.0331 -0.0932 0.3364
C -6.1026 1.8006 -3.8464
C -6.0509 0.8824 -2.6176
C -6.9789 -0.3213 -2.8320
C -6.5441 1.6669 -1.4024
C -4.6220 0.3826 -2.4263
C -3.8945 0.6184 -1.2808
C -2.5919 0.1418 -1.1852
N -1.7689 0.4155 -0.0915
C -2.1375 1.2164 1.0161
C -2.8800 2.3976 0.9714
C -3.2312 3.0115 2.1563
C -2.8220 2.4175 3.3611
C -1.9918 1.3108 3.4546
C -1.6068 0.7527 2.2264
O -0.6535 -0.2275 2.0641
C -1.5533 0.7616 4.8174
C -0.2232 1.4117 5.2206
C -2.5801 1.0911 5.9104
C -1.4066 -0.7651 4.7895
C -4.0790 4.2808 2.2029
C -5.4118 3.9629 2.8965
C -3.3320 5.3639 2.9930
C -4.3759 4.8221 0.8053
C -2.0433 -0.6767 -2.1700
O -0.7904 -1.2341 -1.6823
C -2.7522 -0.9575 -3.3597
C -4.0086 -0.3558 -3.4327
C -2.3549 -1.8638 -4.5449
C -1.2095 -1.2582 -5.3718
C -3.4987 -2.0477 -5.5564
C -2.0430 -3.2680 -4.0087
H -7.1178 2.1733 -3.9897
H -5.8126 1.2768 -4.7580
H -5.4395 2.6592 -3.7232
H -8.0061 0.0198 -2.9689
H -6.9555 -0.9918 -1.9709
H -6.7006 -0.8949 -3.7169
H -7.5664 2.0023 -1.5775
H -5.9347 2.5558 -1.2224
H -6.5499 1.0566 -0.4965
H -4.3226 1.1593 -0.4554
H -3.1750 2.8088 0.0190
H -3.1640 2.8728 4.2770
H -0.3273 2.4963 5.2852
H 0.5677 1.1957 4.5016
H 0.0984 1.0409 6.1961
H -2.6320 2.1571 6.1294
H -2.2860 0.5924 6.8344
H -3.5784 0.7421 5.6427
H -0.6151 -1.1015 4.1200
H -2.3369 -1.2408 4.4741
H -1.1733 -1.1226 5.7935
H -5.2644 3.6202 3.9214
H -5.9580 3.1877 2.3554
H -6.0368 4.8564 2.9325
H -3.1315 5.0552 4.0197
H -3.9314 6.2743 3.0348
H -2.3792 5.6068 2.5180
H -4.9614 4.1173 0.2112
H -3.4617 5.0634 0.2583
H -4.9610 5.7381 0.8886
H -4.5791 -0.5184 -4.3307
H -1.4891 -0.2634 -5.7247
H -1.0307 -1.8849 -6.2471
H -0.2696 -1.1697 -4.8420
H -3.7441 -1.1306 -6.0940
H -4.4023 -2.4446 -5.0934
H -3.1665 -2.7774 -6.2961
H -1.6314 -3.2464 -3.0081
H -1.3509 -3.8023 -4.6635
H -2.9605 -3.8550 -3.9472
N 2.1572 -0.0379 2.8853
N 2.5645 1.3012 3.0513
C 2.2114 2.2540 2.2039
N 2.7372 3.4684 2.3934
S 1.1306 2.0982 0.8874
H 1.1599 -0.0959 3.1035
H 2.6377 -0.5810 3.5969
H 3.3393 1.4626 3.6768
H 3.2817 3.6994 3.2085
H 2.4553 4.2186 1.7853
Cl 0.4870 -3.9202 -1.9870
C 0.8995 -2.4934 -2.8428
C 0.3048 -1.2826 -2.5190
C 0.9093 -0.0967 -2.9146
Cl 0.3527 1.3579 -2.1633
C 1.9759 -0.0952 -3.8008
Cl 2.7090 1.3800 -4.2651
C 2.4264 -1.3156 -4.3095
Cl 3.6658 -1.3408 -5.4873
C 1.9006 -2.5115 -3.8153
Cl 2.4622 -4.0077 -4.4157
O 1.3854 -1.3158 0.0663
As 2.9814 -1.8464 0.4121
C 3.7873 -2.9215 -0.9315
C 3.6301 -4.3054 -0.8598
C 4.4122 -5.1236 -1.6592
C 5.3415 -4.5636 -2.5246
C 5.4810 -3.1845 -2.6128
C 4.7126 -2.3572 -1.8098
C 4.1166 -0.3291 0.6012
C 4.0054 0.7184 -0.3045
C 4.8965 1.7806 -0.2310
C 5.8927 1.7861 0.7353
C 6.0051 0.7304 1.6334
C 5.1174 -0.3338 1.5675
C 2.8164 -2.9446 1.9599
C 1.5792 -3.0859 2.5822
C 1.4716 -3.8912 3.7061
C 2.5923 -4.5425 4.2073
C 3.8212 -4.4081 3.5766
C 3.9368 -3.6151 2.4433
H 2.9212 -4.7476 -0.1715
H 4.3007 -6.1977 -1.5989
H 5.9597 -5.2048 -3.1389
H 6.2009 -2.7525 -3.2946
H 4.8639 -1.2860 -1.8536
H 3.2298 0.7223 -1.0626
H 4.8150 2.5975 -0.9359
H 6.5955 2.6074 0.7820
H 6.7947 0.7278 2.3734
H 5.2143 -1.1576 2.2657
H 0.7022 -2.5862 2.1908
H 0.5096 -4.0164 4.1851
H 2.5049 -5.1667 5.0865
H 4.6880 -4.9306 3.9580
H 4.8922 -3.5455 1.9353
*
```

Calculated values
- gap between HOMO and LUMO (eV) = 7.07
- energy relative to the best compared isomer or geometry (same formula, charge and spin) (kcal/mol) = 39.8
- highest occupied orbital energy (eV) = -12.38

***

(2)
Here is 8 unconnected molecules or ions with the total composition C53H62NO5P from the Open Molecules 2025 dataset. Energies are from ωB97M-V/def2-TZVPD.

ORCA input file:
```
! RIJCOSX wB97M-V def2-TZVPD def2/J DEFGRID3
* xyz 0 1
C -2.2970 -4.7909 0.5496
C -1.2137 -4.1098 0.2943
C -1.2400 -2.9354 -0.6680
O -2.4397 -3.0783 -1.4241
C -2.7979 -1.9283 -2.0692
O -2.0656 -1.2732 -2.7155
C -4.2593 -1.5292 -1.9389
C -4.2997 -0.4100 -0.8717
C -5.7119 0.0212 -0.4801
C -6.3680 -1.0485 0.3950
O -5.6468 -1.2379 1.6078
P 0.1871 -3.2305 -1.8724
O -0.3480 -3.8709 -3.0904
N -1.2595 -1.6279 0.0013
C -1.7274 -1.6850 1.4109
C 0.0517 -1.0193 0.0598
C 0.1674 0.3324 -0.6029
O 0.9782 -1.4966 0.6127
H -2.3416 -5.3407 1.4810
H -3.1513 -4.8212 -0.1057
H -0.2736 -4.3657 0.7657
H -4.5522 -1.1676 -2.9193
H -4.8541 -2.4000 -1.6596
H -3.7765 -0.8030 -0.0045
H -3.6951 0.4037 -1.2709
H -6.3087 0.2699 -1.3566
H -5.6034 0.9186 0.1338
H -6.4376 -1.9918 -0.1484
H -7.3730 -0.7067 0.6417
H -5.2239 -2.1012 1.5674
H 1.0633 -4.1723 -1.2778
H 0.8413 -2.0364 -2.2511
H -2.6933 -2.1639 1.5051
H -1.8735 -0.6385 1.6997
H -0.9711 -2.0767 2.0905
H 0.1026 1.1114 0.1624
H 1.1396 0.4318 -1.0775
H -0.6646 0.5241 -1.2750
C 3.6273 3.3061 -4.3425
C 3.9274 4.0522 -3.2108
C 3.0600 4.0500 -2.1270
C 1.8963 3.2943 -2.1713
C 1.5977 2.5448 -3.3022
C 2.4612 2.5540 -4.3891
H 4.3029 3.3109 -5.1883
H 4.8386 4.6367 -3.1737
H 3.2913 4.6372 -1.2466
H 1.2217 3.2894 -1.3236
H 0.6906 1.9535 -3.3369
H 2.2254 1.9737 -5.2725
C -3.4284 1.8443 2.7188
C -2.4319 2.3219 1.8770
C -2.1321 3.6764 1.8510
C -2.8221 4.5539 2.6752
C -3.8164 4.0772 3.5195
C -4.1232 2.7231 3.5382
H -3.6655 0.7867 2.7361
H -1.8884 1.6355 1.2386
H -1.3594 4.0486 1.1896
H -2.5851 5.6102 2.6597
H -4.3536 4.7626 4.1630
H -4.9021 2.3520 4.1924
C 8.8486 2.0723 -6.6673
C 8.1215 2.0626 -7.8495
C 6.7564 1.8122 -7.8234
C 6.1168 1.5803 -6.6134
C 6.8435 1.5934 -5.4299
C 8.2100 1.8353 -5.4576
H 9.9139 2.2645 -6.6884
H 8.6193 2.2498 -8.7926
H 6.1905 1.7983 -8.7463
H 5.0509 1.3891 -6.5928
H 6.3439 1.4142 -4.4857
H 8.7776 1.8401 -4.5356
C 1.9999 3.1166 5.6878
C 1.8755 2.2016 4.6512
C 0.6158 1.8285 4.2025
C -0.5195 2.3768 4.7838
C -0.3949 3.2938 5.8180
C 0.8645 3.6611 6.2729
H 2.9821 3.4054 6.0401
H 2.7609 1.7783 4.1933
H 0.5187 1.1092 3.3973
H -1.4997 2.0893 4.4308
H -1.2810 3.7226 6.2697
H 0.9616 4.3730 7.0831
C -2.8990 -7.5064 -1.9488
C -2.8274 -8.8651 -1.6746
C -3.9909 -9.5950 -1.4704
C -5.2267 -8.9676 -1.5494
C -5.2986 -7.6092 -1.8273
C -4.1347 -6.8780 -2.0230
H -1.9917 -6.9356 -2.1054
H -1.8638 -9.3557 -1.6193
H -3.9346 -10.6537 -1.2504
H -6.1342 -9.5378 -1.3949
H -6.2629 -7.1202 -1.8912
H -4.1890 -5.8168 -2.2358
C -0.2838 -4.9741 4.0762
C 1.0833 -5.0238 3.8391
C 1.8925 -5.8473 4.6090
C 1.3334 -6.6289 5.6105
C -0.0339 -6.5827 5.8450
C -0.8421 -5.7529 5.0808
H -0.9124 -4.3310 3.4710
H 1.5191 -4.4183 3.0531
H 2.9594 -5.8807 4.4281
H 1.9639 -7.2748 6.2082
H -0.4700 -7.1939 6.6250
H -1.9080 -5.7136 5.2676
C 4.6221 8.4787 -1.0394
C 4.9217 9.2234 0.0931
C 4.0546 9.2184 1.1772
C 2.8917 8.4616 1.1323
C 2.5938 7.7145 0.0010
C 3.4567 7.7260 -1.0863
H 5.2971 8.4849 -1.8861
H 5.8318 9.8087 0.1308
H 4.2855 9.8041 2.0580
H 2.2176 8.4542 1.9796
H 1.6872 7.1227 -0.0339
H 3.2209 7.1468 -1.9707
*
```

Calculated values
- gap between HOMO and LUMO (eV) = 9.52
- highest occupied orbital energy (eV) = -9.26
- SMILES = C=C[C@](OC(=O)CCCCO)([PH2]=O)N(C)C(C)=O.c1ccccc1.c1ccccc1.c1ccccc1.c1ccccc1.c1ccccc1.c1ccccc1.c1ccccc1

***

(3)
Here is a molecular structure, C53H63N8O3PS4TeW from the Open Molecules 2025 dataset. Energies are from ωB97M-V/def2-TZVPD.

ORCA input file:
```
! RIJCOSX wB97M-V def2-TZVPD def2/J DEFGRID3
* xyz 1 2
W -0.0645 0.6269 0.1646
N -0.3159 -2.8359 -1.9189
C -0.3073 -1.6553 -2.5297
N -0.0633 -0.4462 -2.0099
C -0.1291 0.5013 -3.0278
C -0.4701 0.0723 -4.2522
S -0.6880 -1.6309 -4.2191
C 0.2750 1.8274 -2.6486
C 0.8525 2.7217 -3.4542
S 1.3823 4.1309 -2.5988
C 0.6718 3.4601 -1.0302
N 0.1736 2.1199 -1.2980
N -0.3374 4.3683 -0.6071
H 0.0463 -2.9021 -0.9778
H -0.4275 -3.6757 -2.4595
H -0.6008 0.6499 -5.1509
H 1.0685 2.5881 -4.5016
H 0.0600 5.2856 -0.4391
H -0.7645 4.0146 0.2361
C 0.0244 -0.6776 4.3775
C 0.0295 0.3806 3.3217
O 0.0042 -0.0288 2.1400
C 0.0621 1.7732 3.6138
C 0.2161 2.2470 4.9347
C 0.2424 3.5873 5.1983
C 0.1004 4.4884 4.1289
C -0.0740 4.0553 2.8379
C -0.0974 2.6758 2.5452
O -0.3026 2.3032 1.2993
H -0.1150 -1.6445 3.9003
H -0.7761 -0.4979 5.0960
H 0.9729 -0.6670 4.9192
H 0.3189 1.5334 5.7418
H 0.3671 3.9511 6.2079
H 0.1298 5.5531 4.3250
H -0.1829 4.7617 2.0298
S 1.2870 -1.5986 0.3779
C -0.3794 -4.8343 0.6802
C 0.8886 -5.0835 0.2824
N 1.9654 -5.3507 -0.0826
C -1.3977 -4.0452 0.9677
S -1.3587 -2.3129 1.0522
C -2.7184 -4.5851 1.2282
N -3.7927 -4.9300 1.4481
C 6.3510 -6.7474 1.0436
C 5.7301 -5.3955 0.8257
C 6.1863 -4.5477 -0.1728
C 5.5975 -3.3129 -0.4184
C 6.2106 -2.4460 -1.4940
C 4.4921 -2.9427 0.3644
Te 3.5985 -1.0826 -0.1133
N 1.8628 1.2327 0.3682
C 2.4177 2.3664 0.2719
O 1.7677 3.4940 -0.0600
C 3.8555 2.5982 0.5550
C 4.4760 1.8860 1.5756
C 5.8261 2.0644 1.8302
C 6.5627 2.9546 1.0588
C 5.9426 3.6786 0.0480
C 4.5879 3.5103 -0.1986
C 3.3177 -1.4698 -2.1721
C 2.9701 -2.7583 -2.5542
C 2.6914 -3.0178 -3.8873
C 2.7404 -1.9828 -4.8124
C 3.0712 -0.6981 -4.4078
C 3.3776 -0.4117 -3.0777
C 3.7391 0.9941 -2.6704
C 4.0720 -3.7267 1.4456
C 3.0313 -3.3119 2.4566
C 4.6957 -4.9524 1.6366
H 7.3368 -6.8101 0.5851
H 5.7258 -7.5251 0.6004
H 6.4477 -6.9705 2.1059
H 7.0371 -4.8454 -0.7762
H 7.2617 -2.7028 -1.6154
H 6.1688 -1.3802 -1.2527
H 5.7189 -2.5858 -2.4569
H 3.8829 1.2242 2.1959
H 6.3020 1.5180 2.6342
H 7.6186 3.0914 1.2524
H 6.5125 4.3839 -0.5423
H 4.0970 4.0724 -0.9834
H 2.9171 -3.5600 -1.8240
H 2.4444 -4.0253 -4.1978
H 2.5311 -2.1786 -5.8563
H 3.1068 0.1036 -5.1364
H 4.0440 1.5822 -3.5350
H 4.5596 1.0147 -1.9497
H 2.8852 1.5020 -2.2123
H 3.0200 -2.2337 2.6229
H 3.2458 -3.7941 3.4097
H 2.0268 -3.6037 2.1478
H 4.3634 -5.5759 2.4595
C -4.4618 -0.9947 1.8483
C -4.2962 0.5108 1.5768
C -3.3188 1.0505 2.6398
C -5.6721 1.1611 1.7629
P -3.5518 0.8193 -0.1333
N -1.9076 0.5977 -0.0906
C -4.2958 -0.3411 -1.4064
C -5.8229 -0.4395 -1.2989
C -3.6856 -1.7417 -1.2624
C -3.9247 0.1427 -2.8171
C -3.8765 2.5947 -0.6524
C -5.3238 2.9204 -1.0443
C -3.4568 3.4941 0.5257
C -2.9874 2.9512 -1.8594
H -4.7731 -1.1019 2.8897
H -3.5330 -1.5437 1.7204
H -5.2298 -1.4604 1.2386
H -3.5407 0.5559 3.5875
H -3.4076 2.1234 2.7947
H -2.2879 0.8248 2.3801
H -6.0306 0.8582 2.7493
H -6.4032 0.8186 1.0340
H -5.6473 2.2461 1.7488
H -6.1518 -0.9363 -0.3921
H -6.1651 -1.0464 -2.1406
H -6.3239 0.5228 -1.3655
H -3.9846 -2.2483 -0.3491
H -2.6003 -1.7107 -1.2835
H -4.0336 -2.3396 -2.1088
H -4.5066 1.0040 -3.1341
H -4.1463 -0.6729 -3.5083
H -2.8639 0.3765 -2.9112
H -6.0550 2.7078 -0.2709
H -5.6277 2.4089 -1.9548
H -5.3654 3.9929 -1.2506
H -4.1868 3.4955 1.3305
H -3.3713 4.5177 0.1567
H -2.4953 3.1977 0.9423
H -3.4294 2.6351 -2.7981
H -1.9899 2.5346 -1.7829
H -2.8737 4.0345 -1.8935
*
```

Calculated values
- gap between HOMO and LUMO (spin up / spin down) (eV) = 5.79 / 5.78
- energy relative to the best compared isomer or geometry (same formula, charge and spin) (kcal/mol) = 12.6
- highest occupied orbital energy (spin up / spin down) (eV) = -9.49 / -9.49

***

F_max for every record listed, in sequence, given in eV/Å: 0.85 2.58 1.63.